Record 1
ORCA calculation (wB97M-V/def2-TZVPD) on a 2-piece molecular cluster, C22H37Cl2N2O7P overall.

Output
electronic energy: -75061.095 eV
gap between HOMO and LUMO: 10.8 eV
spin multiplicity: 1
HOMO level: -0.3924 hartree
LUMO level: 0.003 Ha
structure (SMILES): CCCCCC[C@@](C#N)([C@@](C#N)(CC(=O)OC(C)=O)OC[C@@H](C)C(C)C)P(=O)(O)O.ClCCCl

Structure (XYZ):
```
71
Properties=species:S:1:pos:R:3:forces:R:3:mulliken_charge:R:1
C 4.5226 0.6365 2.0320 -0.021 0.188 0.142 -1.307
C 3.3607 0.7463 3.0152 0.181 -0.360 -1.060 -0.609
C 2.0459 0.9028 2.2543 0.049 0.247 1.012 -0.095
C 0.8270 0.6330 3.1544 0.327 -0.347 -0.484 -1.474
C 0.0954 -0.6807 2.8014 0.189 0.704 0.555 0.861
C -1.4155 -0.5927 2.9773 0.484 -0.747 -0.206 -2.256
C -2.2370 0.0171 1.8301 -0.731 -0.085 -0.504 2.708
C -2.2083 1.4625 1.9838 0.753 2.809 0.227 -0.625
N -2.0586 2.6125 2.1112 -0.484 -2.197 -0.178 -0.681
C -1.8317 -0.2863 0.3394 -0.095 1.188 -0.682 2.005
C -2.8178 0.4876 -0.4640 -1.907 1.026 -1.266 -0.448
N -3.6309 1.0587 -1.0722 1.551 -1.102 1.056 -0.740
C -0.4274 0.3047 -0.0652 -0.268 0.715 0.272 1.005
C -0.4608 1.4045 -1.0969 -0.123 0.051 -1.577 -0.775
O -0.3455 1.1942 -2.2762 -0.188 0.094 0.689 -0.546
O -0.5698 2.6938 -0.6114 0.459 -0.652 0.136 -0.228
C 0.6555 3.3136 -0.3861 0.379 1.378 0.954 0.665
C 1.7866 3.0254 -1.3242 -0.586 -0.401 0.193 -0.301
O 0.7517 4.0829 0.5279 -0.363 -0.450 -0.478 -0.544
O -2.0634 -1.5711 -0.1220 0.053 -0.334 0.333 -0.405
C -1.4194 -2.6604 0.5103 0.774 -0.639 -0.296 -1.278
C -0.0009 -3.0017 0.0468 -0.504 -1.349 0.365 1.553
C 0.4164 -4.1483 0.9899 -0.533 0.880 0.229 -1.983
C 0.0478 -3.5351 -1.3902 1.602 0.958 -0.288 0.592
C -0.5899 -2.6220 -2.4436 -0.504 -0.896 0.090 -1.280
C 1.5352 -3.6853 -1.7662 -0.465 0.035 0.091 -1.712
P -4.0308 -0.4248 2.1692 -0.029 -0.293 1.896 0.682
O -4.1454 -0.5797 3.6081 0.206 -0.182 0.753 -0.803
O -4.9576 0.7661 1.6756 0.287 -0.501 -0.756 -0.503
O -4.4008 -1.8097 1.4556 -0.238 0.909 -0.491 -0.542
H 5.3622 0.0969 2.4457 0.330 -0.012 0.188 0.383
H 4.2237 0.1115 1.1349 -0.123 -0.269 -0.271 0.321
H 4.8548 1.6168 1.7183 0.195 0.278 -0.102 0.298
H 3.5186 1.5934 3.6628 -0.024 0.165 0.503 0.396
H 3.3228 -0.1684 3.5929 -0.085 -0.177 0.397 0.428
H 2.0813 0.2005 1.4321 -0.125 -0.126 -0.421 0.040
H 2.0003 1.9174 1.8797 -0.025 0.236 -0.432 0.130
H 0.1441 1.4685 3.1612 -0.206 0.286 -0.087 0.249
H 1.2157 0.5340 4.1583 -0.133 0.106 0.450 0.839
H 0.4456 -1.4216 3.5048 0.053 -0.470 0.143 0.696
H 0.4255 -1.0118 1.8281 -0.202 -0.241 -0.225 -0.872
H -1.6218 -0.0293 3.8691 -0.207 0.331 0.335 0.414
H -1.7952 -1.5769 3.1972 -0.276 -0.335 0.004 0.890
H 0.1830 -0.4491 -0.5258 0.132 -0.455 0.096 -0.033
H 0.0625 0.7459 0.7895 0.107 -0.130 0.286 -0.793
H 2.0596 1.9828 -1.2174 0.220 -0.311 -0.205 0.244
H 2.6214 3.6445 -1.0688 0.336 0.322 0.245 0.444
H 1.4878 3.2184 -2.3395 -0.070 -0.107 -0.401 -0.293
H -1.9985 -3.5328 0.2442 -0.506 -0.175 -0.150 0.674
H -1.4261 -2.6430 1.5928 -0.254 0.531 0.160 0.462
H 0.7166 -2.2146 0.2382 0.081 0.407 -0.348 -0.464
H -0.2498 -4.9892 0.8541 0.051 -0.470 -0.168 0.419
H 0.2552 -3.8094 2.0067 0.216 -0.026 0.425 0.456
H 1.4514 -4.4122 0.8805 0.331 -0.321 -0.095 0.424
H -0.3637 -4.5361 -1.3945 -0.551 -0.168 -0.068 0.476
H -1.5872 -2.9811 -2.6587 -0.499 0.216 0.007 0.248
H -0.0594 -2.7027 -3.3781 0.304 0.091 -0.338 0.527
H -0.6560 -1.5881 -2.1572 0.088 0.356 0.043 0.157
H 2.0006 -2.7213 -1.6087 0.420 0.255 -0.008 0.320
H 1.6570 -3.9450 -2.8082 -0.013 -0.117 -0.295 0.478
H 2.0399 -4.4357 -1.1786 0.251 -0.175 0.241 0.365
H -5.6994 0.4821 1.1350 -0.218 0.275 -0.218 0.373
H -4.8587 -1.6626 0.6202 0.159 -0.388 -0.388 0.377
Cl -0.6424 6.0056 -4.9094 0.017 0.023 0.005 -0.185
C -0.2285 4.6205 -5.9494 -0.050 -0.010 -0.077 -0.451
C 0.5522 3.5680 -5.2074 -0.069 -0.119 0.017 -0.190
Cl 2.1896 4.1311 -4.7705 0.022 0.019 -0.049 -0.205
H 0.3261 4.9966 -6.8048 0.046 0.046 0.031 0.332
H -1.1660 4.1956 -6.3032 -0.014 -0.035 0.048 0.303
H 0.6768 2.6891 -5.8368 0.020 0.019 -0.035 0.330
H 0.0447 3.2679 -4.2931 0.013 0.024 0.029 0.057
```
Forces are in eV/Å.

=====

Record 2
ORCA calculation (wB97M-V/def2-TZVPD) on H22O11Xe as an isolated structure.

Output
electronic energy: -31842.397 eV
gap between HOMO and LUMO: 10.7 eV
spin multiplicity: 1
HOMO level: -0.3966 hartree
LUMO level: -0.005 Ha

Structure (XYZ):
```
34
Properties=species:S:1:pos:R:3:forces:R:3:mulliken_charge:R:1
Xe 0.5308 0.9358 -0.5369 0.141 -0.006 -0.048 -0.022
O 4.7207 -0.0742 -0.4889 0.397 0.426 -0.075 -0.615
H 4.7651 -0.2003 -1.4367 0.091 -0.034 -0.153 0.288
H 3.8521 -0.3938 -0.2446 -0.485 -0.499 0.290 0.341
O 0.3816 1.1039 3.8590 -0.126 0.103 -0.275 -0.660
H 0.5246 1.5221 4.7081 -0.080 0.035 0.339 0.285
H 1.1909 1.2636 3.3735 0.356 -0.026 -0.173 0.326
O -0.0586 -3.1813 -0.1036 0.465 -0.147 0.371 -0.601
H -0.3603 -2.6872 -0.8659 -0.264 0.209 -0.516 0.323
H -0.8195 -3.2164 0.4761 -0.262 0.066 0.006 0.300
O -2.6713 1.9735 0.0971 -0.344 -0.495 -0.512 -0.651
H -2.3531 1.9738 0.9999 -0.039 -0.039 0.833 0.408
H -2.2387 2.7241 -0.3101 0.020 0.350 -0.475 0.309
O -1.7947 3.9839 -1.8219 0.199 0.018 0.205 -0.649
H -1.6288 3.3959 -2.5587 0.078 -0.220 -0.187 0.312
H -2.3918 4.6450 -2.1720 -0.211 0.209 0.003 0.301
O 0.0254 -1.6120 3.0867 0.260 -0.221 0.061 -0.595
H -0.5228 -2.2082 2.5764 -0.112 -0.159 -0.148 0.296
H -0.1564 -0.7464 2.7208 -0.140 0.254 0.083 0.289
O 1.9563 -1.2941 -3.9143 -0.294 -0.079 -0.077 -0.584
H 1.7610 -0.3574 -3.8885 0.047 0.303 -0.034 0.302
H 2.8969 -1.3479 -3.7451 0.238 -0.123 0.086 0.290
O -0.9661 -1.9812 -2.8795 -0.377 0.002 0.321 -0.567
H -0.4444 -1.1862 -2.9891 0.245 0.119 0.031 0.251
H -0.9733 -2.3850 -3.7473 0.118 -0.216 -0.182 0.285
O -1.8690 2.4101 2.7376 -0.540 0.152 -0.299 -0.735
H -1.4984 3.2426 2.4446 0.064 0.348 0.040 0.312
H -1.1085 1.8785 2.9728 0.550 -0.376 0.447 0.402
O 2.6204 -1.8530 0.5799 0.472 0.406 -0.230 -0.614
H 2.8588 -1.9188 1.5046 0.057 -0.094 0.273 0.304
H 1.6651 -1.7927 0.5821 -0.554 -0.382 -0.057 0.315
O -2.3932 -1.0327 -0.0739 0.193 -0.489 0.224 -0.532
H -2.5797 -0.1033 -0.2071 -0.091 0.767 0.040 0.296
H -2.9213 -1.4805 -0.7348 -0.071 -0.160 -0.213 0.288
```
Forces are in eV/Å.

=====

Record 3
ORCA calculation (wB97M-V/def2-TZVPD) on C8H22InN2O10PS as an isolated structure.

Output
electronic energy: -57401.412 eV
gap between HOMO and LUMO: 3.7 eV
spin multiplicity: 1
HOMO level: -0.0289 hartree
LUMO level: 0.106 Ha
charge: -2

Structure (XYZ):
```
45
Properties=species:S:1:pos:R:3:forces:R:3:mulliken_charge:R:1
In 0.2198 1.3322 0.8666 -0.961 -0.135 1.426 0.721
P -0.5268 3.8671 3.2640 -2.025 0.125 0.465 0.735
O -1.4633 3.9796 4.5414 2.366 0.208 -2.620 -0.563
O 0.5043 2.7423 3.3463 0.919 -0.093 0.766 -0.384
O 0.3147 5.0976 2.8054 -1.034 -1.056 0.771 -0.569
O -1.3951 3.4243 2.0414 0.022 0.866 0.265 -0.306
S -1.8797 -0.2536 3.3451 -0.043 1.761 -0.287 0.988
O -2.4262 0.8309 4.1306 -0.370 0.857 1.260 -0.611
O -2.1928 0.0509 1.9341 -0.084 -0.060 -2.647 -0.635
O -0.4153 -0.2938 3.4387 2.124 0.028 0.025 -0.659
O -2.4318 -1.5174 3.7255 -1.032 -2.704 0.611 -0.749
C 3.4681 -0.3133 -2.9240 0.671 -0.269 -0.146 -1.581
C 2.5029 -0.4849 -1.7513 -0.435 -1.085 0.615 0.920
C 3.1118 -0.7853 -0.3748 0.546 -1.098 2.612 -1.201
O 2.1598 -0.8959 0.7400 0.264 -0.187 -0.502 -0.134
C 2.4876 -1.6313 1.9407 0.294 0.661 0.758 -0.940
N 1.5571 0.6060 -1.7225 0.457 0.830 -0.365 -0.417
H 3.7644 0.7164 -3.1240 -0.138 0.279 0.454 0.365
H 2.9766 -0.6278 -3.8447 -0.063 -0.188 -0.010 0.380
H 4.4123 -0.8524 -2.8476 -0.022 -0.359 0.119 0.411
H 1.9157 -1.3901 -1.9063 -0.171 -0.113 -0.367 0.096
H 3.9460 -0.1720 -0.0339 -0.058 0.937 -0.310 0.338
H 3.5671 -1.7729 -0.3009 0.243 -0.394 -1.135 0.372
H 1.5934 -1.6982 2.5603 -0.406 0.122 -0.491 0.268
H 3.2039 -1.1864 2.6314 0.163 1.451 -0.276 0.358
H 2.9908 -2.5976 1.9748 -0.410 -0.824 -1.689 0.383
H 1.2848 0.7876 -2.6780 -0.846 -0.552 -0.528 0.194
H 2.1439 1.4255 -1.6591 0.122 0.696 1.018 0.239
C -1.9470 -2.5507 -1.9839 -0.148 0.602 0.016 -1.770
C -1.3605 -1.1871 -1.4735 -1.853 0.051 0.022 0.592
C -2.4852 -0.1049 -1.2152 1.700 -0.774 -0.573 -0.987
O -1.9263 1.2092 -0.9022 1.399 -3.937 -0.723 -0.031
C -2.8631 2.1631 -0.8683 -1.443 2.904 0.619 -0.920
N -0.7078 -1.4039 -0.2152 1.005 -0.695 -0.281 -0.185
H -2.5741 -2.9750 -1.1998 -0.353 -0.005 -0.190 0.395
H -1.1848 -3.3002 -2.1971 0.597 0.190 0.397 0.423
H -2.4415 -2.4996 -2.9539 -0.598 0.329 0.059 0.428
H -0.7615 -0.8372 -2.3142 0.780 0.366 0.379 -0.044
H -3.0853 -0.5475 -0.4201 -0.321 0.678 0.266 0.324
H -3.0048 -0.0645 -2.1725 -0.564 0.447 0.001 0.512
H -3.2634 2.3895 0.1200 -0.662 -0.988 0.335 0.268
H -3.6138 2.0009 -1.6417 -0.415 0.169 0.035 0.347
H -2.4072 3.1444 -1.0002 0.467 0.087 -0.773 0.285
H -0.3958 -2.3645 -0.2245 0.909 -0.148 0.020 0.230
H -1.3721 -1.4594 0.5435 -0.592 1.020 0.598 0.117
```
Forces are in eV/Å.

=====

Record 4
ORCA calculation (wB97M-V/def2-TZVPD) on C6H9N as an isolated structure.

Output
electronic energy: -7854.027 eV
gap between HOMO and LUMO: 8.4 eV
spin multiplicity: 1
HOMO level: -0.2713 hartree
LUMO level: 0.036 Ha

Structure (XYZ):
```
16
Properties=species:S:1:pos:R:3:forces:R:3:mulliken_charge:R:1
C 2.2448 0.4194 -0.0501 0.340 0.021 0.216 -0.852
N 1.0445 -0.3380 -0.2189 0.012 0.036 0.138 0.027
C 0.3706 -1.2124 0.6066 0.295 -0.159 -0.173 -0.520
C -1.9517 -0.4032 0.4518 -0.453 -0.077 0.077 -0.562
C -1.3102 0.8023 -0.2754 -0.126 0.145 0.083 -0.611
C -0.1734 -0.0642 -0.9298 0.015 0.076 -0.354 -0.318
C -0.7961 -1.2270 -0.1171 -0.002 -0.207 0.175 0.007
H 2.1543 1.0802 0.8184 0.182 0.148 -0.052 0.310
H 2.4817 1.0275 -0.9309 -0.299 -0.213 0.098 0.311
H 3.0879 -0.2514 0.1131 0.099 0.003 0.053 0.304
H 0.6548 -1.5717 1.5967 0.052 0.211 -0.195 0.435
H -1.9405 -0.3426 1.5440 -0.126 0.066 -0.144 0.241
H -1.0144 1.6109 0.4008 0.192 -0.072 -0.263 0.286
H -1.9214 1.2001 -1.0918 -0.016 -0.004 0.289 0.259
H -0.0640 -0.0013 -2.0160 -0.125 0.020 0.142 0.442
H -2.9561 -0.6626 0.1248 -0.041 0.006 -0.091 0.242
```
Forces are in eV/Å.

=====

Record 5
ORCA calculation (wB97M-V/def2-TZVPD) on a 2-piece molecular cluster, C2H5BrN overall.

Output
electronic energy: -73674.125 eV
gap between HOMO and LUMO (alpha / beta): 10.0 / 8.4 eV
spin multiplicity: 1
HOMO level (alpha / beta): -0.5450 / -0.5528 hartree
LUMO level (alpha / beta): -0.178 / -0.243 Ha
charge: +1

Structure (XYZ):
```
9
Properties=species:S:1:pos:R:3:forces:R:3:mulliken_charge:R:1
C 0.9125 0.0326 -0.0634 -1.124 -1.056 0.049 -0.346
C -0.4009 -0.2314 0.5513 0.130 0.817 1.241 0.093
N -0.3293 0.6009 -0.7115 0.300 -2.092 -1.039 -0.245
Br -0.8641 0.5878 2.1882 -0.008 -0.370 -0.902 0.083
H 1.6113 0.6794 0.3788 0.662 0.851 0.575 0.328
H 1.2761 -0.7480 -0.6984 0.705 -0.246 -0.083 0.211
H -1.3151 -2.3758 0.7101 0.455 1.063 -0.251 0.187
H -0.5051 1.6180 -0.9097 0.002 -1.336 0.391 0.327
H -0.3854 -0.1635 -1.4454 -1.122 2.369 0.019 0.362
```
Forces are in eV/Å.